Entry from the Open Molecules 2025 dataset: a structure of composition C28H42BrCrN3P2 at a distorted geometry (ωB97M-V with the def2-TZVPD basis set).

Cartesian coordinates (Å):
C 2.311 -3.970 -2.217
C 1.263 -3.211 -2.784
C 0.607 -3.717 -3.921
C 1.063 -4.915 -4.478
N 2.086 -5.605 -3.955
C 2.707 -5.151 -2.858
C 0.936 -1.916 -2.305
C 1.647 -1.040 -1.537
C 2.870 -0.712 -0.952
C 3.003 -0.613 0.452
C 3.902 0.303 0.966
C 4.633 1.173 0.128
C 4.699 0.867 -1.247
C 3.901 -0.140 -1.769
Cr 0.232 -0.152 -2.434
P -1.892 -0.569 2.156
H -0.199 -3.144 -4.364
H 2.828 -3.632 -1.321
H 0.591 -5.309 -5.385
H 3.559 -5.726 -2.474
H 3.989 -0.444 -2.819
H 2.371 -1.232 1.090
H 5.374 1.430 -1.886
H 4.017 0.390 2.041
C -2.516 1.060 2.796
C -4.005 1.377 2.762
H -1.927 1.798 2.228
H -2.137 1.120 3.829
H -4.154 2.345 3.258
H -4.392 1.469 1.742
H -4.599 0.634 3.306
C -3.296 -1.213 1.156
C -2.907 -2.521 0.466
H -3.550 -0.453 0.400
H -4.163 -1.351 1.813
H -3.677 -2.794 -0.266
H -1.953 -2.427 -0.072
H -2.818 -3.347 1.184
C -2.036 -1.596 3.691
C -3.432 -1.853 4.251
H -1.413 -1.096 4.449
H -1.540 -2.548 3.444
H -3.334 -2.481 5.145
H -3.937 -0.930 4.559
H -4.077 -2.394 3.549
Br 5.487 2.591 0.797
P -0.619 1.709 -2.037
C -1.940 0.997 -0.968
C -3.141 1.944 -0.899
H -1.485 0.823 0.021
H -2.245 0.013 -1.372
H -3.947 1.566 -0.259
H -2.849 2.925 -0.520
H -3.551 2.086 -1.904
C -0.111 3.151 -1.051
C 0.153 4.370 -1.954
H 0.781 2.808 -0.491
H -0.908 3.350 -0.319
H 0.674 5.147 -1.385
H 0.778 4.111 -2.822
H -0.807 4.774 -2.313
C 1.309 1.651 -3.027
C 1.301 0.849 -4.325
H 2.134 1.354 -2.351
H 1.456 2.730 -3.205
H 2.350 0.716 -4.590
H 0.747 -0.140 -4.209
H 0.832 1.418 -5.144
N 1.851 0.866 4.241
C 2.039 2.209 3.965
C 1.138 2.505 2.957
N 0.443 1.367 2.622
C 0.890 0.389 3.402
H 2.339 0.309 4.940
H 2.745 2.835 4.478
H 0.954 3.452 2.474
H 0.566 -0.641 3.426

Multiplicity   5
Relative energy (zero: lowest compared OMol25 entry of this formula, charge and spin)   8.6929 eV
Total charge   +2
Energy   -5556.68858 Ha
Gap between HOMO and LUMO (alpha / beta)   6.68 / 3.91 eV
Largest force on an atom   4.4 eV/A

Mulliken population analysis, charges in e, atoms 1 to 6:
1. C -0.313
2. C 0.890
3. C -0.492
4. C -0.398
5. N -0.538
6. C -0.422